Record 1
44
Properties=species:S:1:pos:R:3:forces:R:3 method="wB97M-V/def2-TZVPD" smiles="O=C(CN(Cc1ccccc1Cl)C(=O)c1csnn1)NCc1ccccc1" orbital_gap_ev=8.816 largest_force_ev_per_a=1.57 e_tot_ev=-53392.2642 molar_mass_g_mol=400.891
C -0.6884 -2.0648 1.6225 0.10 -0.21 0.28
C -1.8343 -4.1253 0.7937 -0.08 -0.07 -0.01
H -2.8461 -5.8628 0.0705 0.01 -0.09 -0.03
C 1.6184 5.8156 -1.5057 0.06 0.07 -0.08
H 0.0434 -2.7176 2.1045 -0.13 0.16 -0.02
C -0.6350 -0.3312 -0.1066 -0.17 0.46 -0.03
H 1.1682 2.5886 1.9949 0.17 -0.04 -0.07
C 0.4799 5.4153 -0.8256 -0.09 0.00 0.01
H 2.0193 -3.7246 -2.3909 -0.04 -0.29 0.11
H -1.7242 -0.3813 -0.0195 0.13 0.07 -0.04
H 3.7673 3.4645 -0.3836 0.10 -0.07 0.03
H 2.7559 2.1168 1.3257 -0.09 0.07 0.04
O 1.2814 -3.3650 0.2919 0.08 -0.18 -0.13
H -0.3597 4.0013 0.5478 -0.12 -0.04 0.08
C 0.5248 4.3181 0.0149 0.02 0.02 0.00
Cl -3.4392 -0.7492 2.2281 -0.06 0.02 0.02
C 2.8436 4.0122 -0.5060 -0.06 -0.03 0.10
C -3.2200 -2.3352 1.5550 0.01 -0.20 -0.03
N 1.0830 1.2739 0.4215 0.49 0.18 -0.08
C 1.7092 3.6113 0.1850 0.10 -0.01 0.08
C 2.0625 -2.6562 -2.3726 0.05 0.38 -0.14
C -0.1413 0.8488 0.7577 -0.07 -0.46 -0.44
N -0.0823 -1.5710 0.3892 0.00 -0.03 0.13
O -0.7978 1.2902 1.6780 -0.34 0.21 0.32
C -4.2169 -4.3484 0.7152 -0.01 0.04 0.01
C -2.9555 -4.8722 0.4848 0.04 -0.03 -0.02
C 1.5479 -1.8025 -1.4188 0.52 -1.08 -0.83
H 3.6890 5.4203 -1.8751 0.07 0.03 -0.05
C 1.7283 2.3959 1.0758 -0.10 0.02 0.10
C 0.8996 -2.2996 -0.1707 0.00 0.00 0.14
S 2.8194 -1.7249 -3.5755 -0.53 -0.61 0.80
H -0.9007 -1.2078 2.2632 0.08 -0.09 -0.04
H -0.4437 5.9615 -0.9491 -0.08 0.05 -0.01
H 1.5321 0.8755 -0.3982 -0.21 0.01 0.10
N 1.8072 -0.5124 -1.7146 -0.28 0.37 0.60
H -5.0986 -4.9254 0.4810 -0.09 -0.04 -0.01
H -5.3264 -2.6635 1.4395 -0.08 0.06 0.03
N 2.4486 -0.3269 -2.7825 0.66 1.04 -0.97
H -0.8467 -4.5269 0.6241 0.11 -0.03 -0.01
C -4.3500 -3.0816 1.2524 -0.05 0.05 0.01
C 2.7996 5.1124 -1.3450 0.05 0.08 -0.10
H 1.5846 6.6746 -2.1596 0.00 0.07 -0.05
C -1.9443 -2.8468 1.3319 -0.03 0.20 0.08
H -0.3619 -0.1737 -1.1492 -0.14 -0.05 0.13

***

Record 2
47
Properties=species:S:1:pos:R:3:forces:R:3 method="wB97M-V/def2-TZVPD" e_above_lowest_kcal_mol=12.1 orbital_gap_ev=5.581 largest_force_ev_per_a=5.00 charge=-1 e_tot_ev=-118372.1391 molar_mass_g_mol=515.305
C -0.1529 4.0666 0.9640 0.11 0.24 0.04
H 1.7590 4.0983 3.4234 0.13 -0.12 0.04
H -3.5908 -2.2972 -4.0522 0.08 -0.08 0.24
C 2.4340 -3.6234 -1.3994 -0.07 -0.16 -0.97
H -1.6119 1.4121 2.7739 0.28 0.41 0.17
O 0.8874 -3.1212 1.8921 0.43 0.27 -0.43
C -0.7944 2.0259 3.1732 -0.15 -0.19 0.19
H -0.3754 4.8496 1.7015 0.07 0.06 -0.14
C -3.0749 -2.5363 -3.1206 0.06 -0.16 -0.02
N 1.8643 0.1989 1.6425 3.02 -0.97 0.62
H -3.3977 -4.4424 -0.3029 0.05 0.12 -0.24
C 1.9575 3.1147 2.9766 0.11 0.39 0.21
C -0.9273 -0.1679 1.1774 -2.19 -2.14 1.87
Co -0.3558 1.0808 0.0946 -1.32 -0.95 -2.01
H -1.3638 -1.2685 -3.5737 -0.27 -0.23 0.26
C 1.3600 1.2384 0.7710 1.77 -0.34 2.83
C -1.7036 1.4023 -0.9834 -2.05 -0.38 -0.30
O 4.2546 -0.6198 -0.2908 -0.57 0.11 0.30
H -0.2911 1.4530 3.9624 -0.18 0.06 0.00
H -1.1553 -3.4545 0.1352 -0.25 0.10 -0.31
H 2.2702 0.9084 -1.8599 -0.40 0.04 -0.14
O 0.5012 2.9786 -1.9091 0.00 0.32 -0.30
O -2.5528 1.5037 -1.7715 1.50 0.05 1.16
H 2.8807 3.1863 2.3873 -0.17 0.03 0.12
N 2.4937 -0.5740 2.2082 -3.08 3.52 -1.78
C -2.9662 -3.7512 -1.0278 0.18 0.19 -0.24
C 0.1509 -1.7035 -1.3981 -0.61 2.67 -0.45
H 2.1250 2.4028 3.7971 0.00 0.12 -0.20
H 2.2141 1.6733 0.2039 -0.25 -0.73 0.71
O 2.9352 -4.5982 -1.7656 -0.17 0.28 0.34
H -4.5953 -3.9286 -2.4394 0.22 0.23 0.05
C -3.6433 -3.4427 -2.2172 0.24 0.06 0.22
C 3.2596 -1.2018 -0.3951 0.77 -0.60 -1.17
H -1.2361 2.9256 3.6233 0.13 -0.12 0.06
Co 1.7824 -2.1105 -0.7139 3.64 -1.62 2.98
C 1.1952 0.6683 -1.9546 -0.19 0.87 -1.38
H 0.6075 4.4290 0.2613 -0.24 0.02 0.09
C -1.8341 -1.9563 -2.8631 -0.06 -0.11 0.44
C -1.1434 -2.2679 -1.6721 -0.50 -0.42 -0.25
H -1.0672 3.8483 0.3958 0.35 0.01 0.19
C -1.7162 -3.1892 -0.7647 -0.08 0.20 -0.42
C 1.2915 -2.6479 0.9164 -0.87 -0.84 0.64
Si 0.4867 2.5986 1.9254 -0.09 -0.24 -0.35
O -1.3925 -1.0070 1.8363 1.24 1.63 -1.47
C 0.8745 -0.6061 -1.3043 -2.17 -1.60 -1.50
C 0.4010 1.8796 -1.4279 1.24 -0.18 -0.06
H 0.9558 0.5732 -3.0353 0.32 0.19 0.31

***

Record 3
43
Properties=species:S:1:pos:R:3:forces:R:3 method="wB97M-V/def2-TZVPD" orbital_gap_ev=7.989 largest_force_ev_per_a=4.70 e_tot_ev=-35203.5966 molar_mass_g_mol=362.351
H -2.2815 -1.5424 3.7952 0.04 0.81 -0.15
H 2.1760 2.2721 1.2724 -0.14 0.29 0.73
C -0.4204 1.8388 4.2118 0.50 0.74 -0.12
C 1.4912 2.1845 2.1286 0.64 -0.49 0.06
C 0.8097 0.1385 -0.2640 2.93 0.55 -0.55
H -1.7102 -5.4990 -4.5155 -0.15 0.24 0.12
H -2.5167 0.1313 4.4018 0.02 -0.07 -0.17
C 1.6683 2.3895 -1.7751 1.00 -1.80 -1.91
H -2.2528 -2.5371 -2.5223 0.75 0.06 0.07
H -1.1663 1.6941 4.9922 0.27 0.26 -0.10
N 0.7742 1.9623 -0.8124 -4.07 -1.57 -1.75
C -0.8435 -1.3639 -1.3774 -0.19 1.23 -0.89
N -1.2878 0.0038 2.7039 0.24 0.15 0.52
C 0.2539 0.1446 1.0452 -1.23 0.56 1.76
C 1.5404 2.9899 3.2694 -0.33 -0.87 -0.74
C 0.4940 -1.0742 -1.0980 0.02 0.44 0.07
O 2.4563 1.6851 -2.4096 -0.94 1.63 1.35
H 0.6396 3.4755 5.1510 -0.01 -0.27 -0.05
H -1.6140 -0.6322 -1.0677 0.47 -0.58 -0.07
F 1.5394 4.7778 -1.1294 -0.07 -1.02 -1.02
H -2.1353 -3.7459 -4.5620 0.22 -0.30 0.27
H -0.0731 1.6189 -1.4124 1.26 1.69 1.28
H -3.3442 -0.4090 2.9051 0.39 0.06 0.38
C -1.1975 -2.3652 -2.2637 1.15 -1.25 -0.20
H 1.9623 -3.7580 -2.7035 -0.30 0.49 0.12
C -2.4131 -0.4731 3.5015 -0.16 -0.75 -0.47
O -0.4030 -4.3620 -3.4685 -0.82 0.94 -0.14
C 0.6005 2.8064 4.2935 -0.62 -0.20 0.15
C 0.5856 1.1257 2.0827 -1.54 0.56 -0.52
C 1.2213 -3.0252 -2.3622 -1.40 -0.11 0.24
H 1.8248 0.5075 -0.3351 0.70 -1.94 0.63
H -1.4618 -1.3278 1.0810 0.27 -0.09 0.05
F 0.3182 4.1010 -2.8454 1.23 -0.29 0.71
C -1.7815 -4.5791 -3.9300 1.10 0.19 0.43
C -0.1359 -3.2111 -2.7376 -1.09 -0.75 0.35
H 2.5663 -1.6982 -1.3658 -0.53 -0.18 0.36
C 1.5144 3.9172 -2.1919 0.33 0.91 -0.23
C -0.4471 1.0707 3.0554 0.73 -1.42 -0.11
C -0.8536 -0.5596 1.5357 0.26 1.33 -0.23
F 2.5137 4.3064 -3.0475 -1.30 -0.59 1.07
C 1.5112 -1.9668 -1.5090 0.15 1.01 -1.10
H -2.4566 -4.7219 -3.0694 0.25 0.04 -0.32
H 2.3348 3.7101 3.3490 -0.05 0.35 0.12

***

Record 4
50
Properties=species:S:1:pos:R:3:forces:R:3 method="wB97M-V/def2-TZVPD" orbital_gap_ev="5.526 / 5.767" largest_force_ev_per_a=0.68 charge=+2 e_tot_ev=-96920.7336 molar_mass_g_mol=826.669
H 0.1692 -2.2477 -0.6930 -0.10 -0.02 0.01
H -2.6596 5.7097 2.3838 -0.01 0.03 -0.04
F 2.4203 7.9469 -3.7374 0.00 0.04 0.02
H -0.8257 4.5202 3.3817 0.03 0.03 -0.04
C -2.8209 4.6639 2.6373 0.18 -0.17 0.14
H 2.8062 2.0857 3.1980 -0.01 0.01 0.00
H 0.5138 5.1544 -5.2128 -0.02 0.01 0.03
C 2.8001 5.2833 -2.7005 0.11 -0.06 0.04
N 0.7580 -0.9391 0.8063 0.00 -0.49 0.08
H 1.7241 1.4449 4.4136 -0.01 -0.02 0.00
C 2.5050 6.9024 -4.5704 0.03 -0.11 -0.05
C 1.4541 0.6358 2.4640 0.30 -0.20 -0.04
C 2.3256 1.1702 3.5475 -0.08 -0.07 0.00
S -2.1848 -0.3647 -1.0734 0.26 0.29 0.19
C 2.6141 -1.5771 2.1522 0.22 -0.14 0.03
C -1.0702 2.8832 2.3119 0.08 0.19 0.28
Re -0.7104 0.4702 0.4224 -0.18 0.62 -0.19
S -3.7031 -1.1758 0.0027 0.12 -0.01 -0.06
H 1.9281 -3.9169 -0.2021 -0.03 -0.01 0.03
C 2.0936 5.6356 -3.8477 -0.03 0.08 0.02
C 0.1900 1.6745 -0.7282 -0.28 -0.37 -0.27
S -2.2200 1.8895 1.3714 0.02 -0.30 0.00
H 3.0916 0.4642 3.8515 -0.02 0.02 0.00
H -3.1706 5.0415 4.7418 -0.02 -0.02 -0.02
C 1.0198 4.8823 -4.2976 -0.07 -0.15 -0.03
H -0.2466 3.2005 -3.8785 -0.01 0.05 0.03
C 2.7247 -2.7632 1.4405 0.06 -0.01 0.08
C 0.5986 3.7938 -3.5559 -0.05 0.09 -0.13
F 1.7272 7.1475 -5.6250 0.01 0.01 -0.03
C 0.8744 -2.0965 0.1100 -0.05 0.33 0.15
F 3.7711 6.8139 -4.9906 0.03 0.01 -0.01
C -3.6487 4.5311 3.9047 0.02 -0.03 0.02
N -1.4877 4.0499 2.7781 -0.29 0.05 -0.02
H -3.7866 3.4825 4.1743 -0.01 0.03 -0.02
C 1.8520 -3.0193 0.3947 0.09 -0.04 -0.06
H 3.2874 -1.3633 2.9686 0.01 -0.02 -0.05
H 2.9101 3.9221 -1.0519 -0.04 0.03 0.01
C 2.3867 4.2031 -1.9558 0.04 0.06 0.06
H -4.6307 4.9796 3.7541 0.03 0.00 0.01
Sb -4.0247 -3.5151 -2.7180 -0.28 -0.15 -0.11
C 0.6901 2.5124 -1.4920 0.30 0.05 -0.25
N 0.4459 1.2941 1.9988 -0.09 0.28 0.21
C 1.2526 3.4713 -2.3569 -0.20 -0.11 0.35
H 3.6616 5.8637 -2.3972 -0.04 0.02 0.01
H 3.4944 -3.4792 1.6991 -0.02 0.02 0.00
N 0.1436 2.4788 2.5999 -0.13 -0.23 -0.38
H -3.3221 4.1940 1.7947 0.01 0.02 -0.07
S -5.0836 -1.7158 -1.3799 -0.02 0.10 -0.02
S -1.9136 -3.3577 -2.1822 0.28 0.05 0.11
C 1.6436 -0.6628 1.8077 -0.15 0.23 -0.05

***

Record 5
48
Properties=species:S:1:pos:R:3:forces:R:3 method="wB97M-V/def2-TZVPD" e_above_lowest_kcal_mol=75.1 orbital_gap_ev="4.096 / 4.091" largest_force_ev_per_a=3.92 charge=+2 e_tot_ev=-51543.7167 molar_mass_g_mol=731.471
H -0.1124 0.9136 -5.2719 0.07 0.39 0.27
C -2.9435 1.6442 3.8284 0.69 0.13 0.72
C -0.2955 0.7338 -3.1313 -0.23 0.71 0.21
C -2.3852 1.7658 5.1287 -0.16 -1.80 -1.31
H -0.0319 -1.3775 2.6891 -0.02 0.50 -0.71
H -0.4880 -0.9796 -5.2549 0.00 -0.36 0.21
H -0.5746 -4.6065 -2.8766 0.08 0.38 -0.01
I 2.7463 -0.0061 -0.5746 -1.26 -0.11 0.32
C -0.4328 -0.7470 -3.1146 -0.37 -0.67 0.17
C -0.4873 -1.5020 -4.3013 0.08 0.16 0.78
O -2.3032 4.0609 4.9113 0.37 -2.01 0.77
O -2.5537 -0.4000 0.9652 2.40 -0.52 -2.28
H -0.0135 2.0808 2.1099 -0.26 -0.49 -0.78
N -2.0657 3.0719 5.6326 0.15 3.42 1.91
C -0.1036 1.4534 -4.3257 -0.08 -0.25 0.73
H 1.6973 -0.8822 2.3717 -0.25 0.11 -0.40
H -2.3842 -1.6912 3.3612 -0.08 0.28 0.28
C 0.0938 2.8355 -4.2746 -0.16 -0.18 0.36
H -0.6116 -3.4710 -5.1508 0.04 -0.02 0.16
H -0.4154 -3.1495 -0.8267 -0.21 0.11 -0.55
C -0.4742 -2.7149 -1.8337 -0.23 -0.12 -0.19
C -0.0307 2.6998 -1.8777 -0.15 0.26 -0.20
C -0.5466 -2.8972 -4.2321 -0.12 0.35 0.51
N -1.3093 -1.7229 5.8139 1.49 -2.53 1.90
Pb -0.2947 0.0054 0.1651 -0.55 -0.01 -2.66
O -1.5729 3.1781 6.7739 -0.89 -0.77 -2.27
H 1.6488 1.2983 1.9854 -0.68 -0.39 -0.46
H 0.0731 3.1360 -0.8744 -0.24 -0.10 -0.56
C -0.5342 -3.5208 -2.9778 0.10 0.46 0.10
C -1.9489 -0.5946 5.1885 -0.88 1.36 -1.23
N -0.4873 -1.3701 -1.9073 0.37 0.11 0.22
C -2.4307 -0.7217 3.8631 0.76 0.24 0.28
C 0.5654 1.1385 2.1422 0.63 1.20 1.94
H -3.3475 2.5198 3.3283 0.16 -0.08 0.09
O -4.3717 0.9134 1.4084 2.45 -1.49 -0.21
H 0.2017 3.3912 -5.2031 0.05 -0.04 0.23
C -2.8843 0.4139 3.1677 -0.11 -0.32 0.86
C -3.3304 0.3251 1.7174 -2.47 2.28 1.66
H 0.3405 0.6527 3.0951 -0.14 0.09 -0.37
O -0.8691 -1.6014 6.9744 -1.12 0.08 -2.50
H 0.3237 4.5492 -2.9384 0.00 -0.38 -0.04
C 0.7693 -1.2582 1.9348 0.86 -1.87 2.44
C 0.1500 3.4760 -3.0314 -0.06 -0.52 0.21
O -1.1829 -2.7732 5.1442 -0.29 1.98 0.78
C -1.9502 0.6437 5.8475 0.08 -0.02 -0.41
H -1.5707 0.7360 6.8643 0.02 0.03 -0.32
H 0.9953 -2.2282 1.4654 -0.36 0.62 -0.89
N -0.3264 1.3891 -1.9402 0.54 -0.26 0.23

***

Record 6
43
Properties=species:S:1:pos:R:3:forces:R:3 method="wB97M-V/def2-TZVPD" e_above_lowest_kcal_mol=37.7 orbital_gap_ev=7.202 largest_force_ev_per_a=1.49 e_tot_ev=-42857.8467 molar_mass_g_mol=457.851
C -1.8229 -1.3687 0.8081 0.08 0.06 -0.01
H -0.4936 1.2737 2.1082 0.00 -0.03 -0.02
C 2.2947 0.0540 1.6199 0.20 0.18 -0.30
C -0.1408 0.9373 -2.7312 -0.52 0.05 -0.50
C -2.5436 1.7363 -2.8622 0.02 0.07 -0.07
C 1.4730 -2.0530 -2.1567 0.30 0.01 0.04
H 0.7447 -2.8453 -1.9690 -0.05 0.03 0.01
H -2.7049 1.1296 -3.7464 -0.01 0.01 0.02
H 2.9143 0.0532 4.9639 -0.01 0.00 -0.01
C -2.3556 -1.6607 2.0219 -0.01 -0.04 0.00
H -4.5328 2.5454 -2.8212 0.00 -0.01 0.02
C 2.6571 -0.3399 3.9873 -0.01 -0.02 -0.01
Pd 0.8898 0.5632 -0.7825 1.30 -0.61 -0.39
H -2.9814 -2.4926 2.3003 0.02 0.02 -0.02
H -4.1053 3.9004 -0.7919 0.01 0.01 -0.02
C -1.2992 1.7368 -2.2514 0.15 -0.15 -0.07
C 1.7649 -1.9232 0.1981 0.50 -0.13 0.00
C 2.0086 -1.3301 1.4839 -0.25 -0.11 -0.03
H 1.7910 -3.2268 2.4678 0.01 0.02 -0.01
C -1.0576 2.4644 -1.0864 0.44 0.06 0.36
O 0.1283 2.3337 -0.4735 -0.76 0.46 -0.07
N -0.1576 -0.3496 -2.6402 -0.03 0.02 0.17
H 2.3991 -2.5139 -2.5095 0.00 -0.03 0.05
O 2.2855 0.9001 0.6239 -0.33 0.06 0.59
H -1.9535 -1.9465 -0.0961 0.00 0.01 0.02
N -1.0677 -0.2241 0.7619 -0.25 -0.14 0.06
C 0.9673 -1.0879 -3.2059 -0.04 0.09 0.02
H 2.3369 -2.3559 4.7159 0.00 0.01 0.00
C -3.3124 3.2897 -1.2071 0.01 -0.04 -0.02
H 2.8962 1.5605 3.0090 0.00 -0.02 0.02
H -1.8943 3.8319 0.3289 -0.03 -0.01 -0.02
H 0.6125 -1.6409 -4.0774 -0.03 -0.01 0.00
C -3.5619 2.5230 -2.3450 0.06 0.05 0.05
S -1.9015 -0.4596 3.1502 -0.01 0.01 0.08
C 2.6510 0.5110 2.9064 0.05 0.00 0.09
H 0.6625 1.4610 -3.2590 0.08 -0.02 -0.08
N 1.7268 -1.2952 -0.9214 -1.01 -0.12 0.08
H 1.7780 -0.4205 -3.5195 0.01 0.03 -0.03
H 1.6585 -3.0121 0.1857 0.15 0.00 -0.02
C -1.0325 0.3534 1.9231 0.04 0.03 -0.04
C -2.0797 3.2636 -0.5746 -0.08 0.11 0.07
C 2.3331 -1.7000 3.8567 0.02 0.10 -0.02
C 2.0251 -2.1760 2.6073 -0.02 -0.01 -0.01